The following is a quantum chemistry calculation of the ion C5H8N3O3 with charge +1, from the Open Molecules 2025 dataset.

structure (SMILES) = CO/C=C(\O)[n+]1cc(N)on1
energy relative to the best compared isomer or geometry (same formula, charge and spin) = 502.7 kJ/mol
frontier orbital gap = 8.6 eV

Geometry as ORCA input:
```
! RIJCOSX wB97M-V def2-TZVPD def2/J DEFGRID3
* xyz 1 1
C 1.83306 -0.84039 0.05754
C 2.95668 -0.08529 -0.20362
C -1.59479 0.42189 -0.13389
C -0.50095 -0.38397 -0.14148
C -3.94794 0.81219 0.00418
N 1.17573 1.12503 -0.55041
N 0.79947 -0.03688 -0.16852
N 4.26232 -0.29072 -0.00562
O 2.53288 1.14344 -0.53875
O -0.53588 -1.97233 0.22142
O -2.84606 -0.11087 0.01162
H 1.50243 -1.87011 0.34294
H -1.59199 1.49355 -0.38665
H -4.71607 0.32031 -0.55564
H -3.70842 1.72321 -0.57876
H -4.15647 1.15337 0.95848
H 4.69790 -1.15285 0.37766
H 4.91953 0.45277 0.28596
H -1.08141 -1.90237 1.00354
*
```



The following is a quantum chemistry calculation of the ion C5H8N3O3S with charge +1, from the Open Molecules 2025 dataset.

structure (SMILES) = COC(=O)[C@@]1(NC=O)[NH+]=CNS1
energy relative to the best compared isomer or geometry (same formula, charge and spin) = 0.0 kJ/mol
frontier orbital gap = 9.8 eV

Geometry as ORCA input:
```
! RIJCOSX wB97M-V def2-TZVPD def2/J DEFGRID3
* xyz 1 1
C -0.64774 1.40034 -1.76052
C 0.15741 2.04859 2.01143
C 0.06855 -1.19908 0.44791
C -0.44380 0.20956 0.25373
C 1.53347 -2.75775 -0.42507
N -1.87581 0.97258 -1.74096
N 0.10020 1.05398 -0.75345
N -0.41282 0.84876 1.52169
O 0.69239 2.84988 1.23412
O -0.30014 -1.95735 1.28881
O 1.07225 -1.38512 -0.34526
S -2.19638 -0.20163 -0.47071
H -0.28511 2.22440 -2.46023
H 0.10928 2.13397 3.17846
H 2.10718 -2.67351 -1.35047
H 0.63732 -3.42293 -0.38456
H 1.95981 -3.06809 0.47814
H -2.59963 1.28227 -2.48134
H 0.92196 1.53290 -0.52036
H -0.59838 0.10824 2.27863
*
```



Calculated F_max in order - 5.946; 3.670 eV/A